Here is a 15-piece molecular cluster, C43H99N13O19 overall in a non-equilibrium geometry from the Open Molecules 2025 dataset. Energies are from wB97M-V/def2-TZVPD.

The molar mass is 1102.337 g/mol. As for the highest occupied orbital energy: -8.20 eV. As for the net charge: 0. The electronic energy comes out at -104475.486 eV. The calculation puts the frontier orbital gap at 8.2 eV.

Each line ends with the Löwdin charge.
Cartesian coordinates (Å):
1 C -3.208 -0.321 3.438  -0.0036
2 O -3.300 -0.549 2.040  -0.0124
3 C -3.046 -1.735 1.534  -0.5619
4 O -2.669 -2.716 2.177  0.0873
5 O -3.168 -1.736 0.182  -0.0224
6 C -3.491 -0.565 -0.566  -0.0231
7 H -3.344 0.746 3.612  0.0829
8 H -2.164 -0.489 3.701  0.0795
9 H -3.936 -0.863 4.041  0.1067
10 H -3.051 0.361 -0.196  0.0818
11 H -4.578 -0.489 -0.525  0.1015
12 H -3.127 -0.668 -1.588  0.0775
13 C 0.685 0.467 -1.703  -0.0142
14 O 0.234 1.266 -0.606  -0.0232
15 C 0.061 0.886 0.679  -0.5653
16 O -0.302 1.648 1.563  0.1005
17 O 0.347 -0.401 0.820  -0.0246
18 C 0.389 -0.989 2.120  -0.0029
19 H 0.297 0.833 -2.654  0.0820
20 H 0.287 -0.534 -1.540  0.0826
21 H 1.773 0.509 -1.752  0.0691
22 H 0.478 -0.208 2.874  0.0828
23 H 1.302 -1.585 2.123  0.0803
24 H -0.470 -1.644 2.262  0.0795
25 C 0.267 4.886 2.487  0.0024
26 C 0.449 5.849 1.358  -0.5483
27 O 1.615 6.222 1.059  -0.0378
28 N -0.555 6.176 0.564  0.0276
29 C -0.421 6.976 -0.641  -0.0569
30 H -0.762 4.583 2.680  0.0653
31 H 0.494 5.550 3.325  0.0843
32 H 1.020 4.105 2.574  0.0789
33 H -1.506 5.886 0.747  0.0718
34 H 0.237 7.805 -0.379  0.0810
35 H -1.383 7.400 -0.929  0.0839
36 H -0.009 6.462 -1.510  0.0761
37 C -0.179 1.338 -6.270  0.0158
38 C -1.563 1.032 -5.731  -0.5282
39 O -1.840 1.021 -4.508  -0.0280
40 N -2.473 0.839 -6.674  0.0311
41 C -3.911 0.782 -6.406  -0.0513
42 H -0.173 1.723 -7.289  0.0821
43 H 0.477 0.467 -6.260  0.0816
44 H 0.274 2.097 -5.632  0.0759
45 H -2.182 0.880 -7.639  0.1414
46 H -4.365 1.587 -6.986  0.0794
47 H -4.156 0.861 -5.348  0.0851
48 H -4.355 -0.059 -6.938  0.0833
49 C 4.118 -1.256 -4.899  0.0093
50 C 4.273 -1.235 -3.366  -0.4649
51 O 4.206 -0.117 -2.797  -0.0260
52 N 4.558 -2.392 -2.767  0.0179
53 C 5.010 -2.611 -1.439  -0.0485
54 H 3.310 -0.623 -5.262  0.0600
55 H 3.828 -2.240 -5.270  0.0726
56 H 5.066 -0.990 -5.364  0.0902
57 H 4.769 -3.145 -3.405  0.1347
58 H 5.765 -3.390 -1.541  0.0970
59 H 4.117 -2.938 -0.905  0.0842
60 H 5.392 -1.758 -0.879  0.0841
61 C -2.108 3.320 -1.725  0.0241
62 C -3.032 4.143 -2.603  -0.5267
63 O -3.838 4.930 -2.109  0.0151
64 N -2.884 3.955 -3.913  0.0392
65 C -3.705 4.622 -4.919  -0.0611
66 H -1.431 2.759 -2.370  0.0538
67 H -2.750 2.549 -1.298  0.0720
68 H -1.487 3.743 -0.936  0.0855
69 H -2.180 3.303 -4.225  0.1032
70 H -3.243 5.406 -5.520  0.0799
71 H -4.685 5.007 -4.641  0.0857
72 H -3.937 3.907 -5.711  0.0573
73 C -0.871 -2.409 -3.860  0.0151
74 C -2.350 -2.720 -3.996  -0.6130
75 O -2.691 -3.850 -4.111  0.0684
76 N -3.192 -1.689 -3.878  0.0205
77 C -4.650 -1.845 -3.923  -0.0475
78 H -0.666 -2.155 -2.820  0.0603
79 H -0.547 -1.589 -4.501  0.0680
80 H -0.436 -3.366 -4.148  0.0831
81 H -2.811 -0.755 -3.946  0.0824
82 H -5.095 -1.298 -3.092  0.0727
83 H -5.001 -2.876 -3.941  0.0864
84 H -4.988 -1.450 -4.881  0.0627
85 C 2.644 -0.197 6.355  0.0029
86 C 3.239 0.070 4.975  -0.5262
87 O 3.270 -0.803 4.086  -0.0102
88 N 3.619 1.312 4.646  0.0385
89 C 3.463 2.599 5.305  -0.0637
90 H 1.590 -0.423 6.197  0.0581
91 H 2.790 0.614 7.068  0.0691
92 H 3.181 -1.051 6.766  0.0876
93 H 4.095 1.250 3.755  0.1095
94 H 2.459 3.008 5.193  0.0677
95 H 4.152 3.375 4.973  0.0895
96 H 3.591 2.530 6.386  0.0744
97 C -2.688 0.703 8.043  0.0000
98 C -1.982 1.463 6.925  -0.5730
99 O -2.268 2.652 6.886  0.0056
100 N -1.154 0.876 6.078  0.0121
101 C -0.288 1.613 5.222  -0.0437
102 H -3.732 0.976 8.184  0.0784
103 H -2.172 1.112 8.912  0.0815
104 H -2.518 -0.373 7.995  0.0620
105 H -1.028 -0.128 6.016  0.0580
106 H 0.714 1.419 5.605  0.0573
107 H -0.508 2.678 5.284  0.0938
108 H -0.417 1.153 4.243  0.0652
109 C 2.453 4.142 -1.077  0.0203
110 C 2.274 3.645 -2.561  -0.5129
111 O 1.410 4.178 -3.258  0.0102
112 N 3.189 2.748 -2.997  0.0294
113 C 3.057 2.206 -4.347  -0.0923
114 H 3.399 3.798 -0.657  0.0599
115 H 1.720 3.668 -0.424  0.0693
116 H 2.432 5.228 -0.998  0.0690
117 H 4.024 2.655 -2.438  0.1070
118 H 4.061 2.029 -4.731  0.0848
119 H 2.557 2.822 -5.096  0.0722
120 H 2.443 1.307 -4.424  0.0480
121 C -2.720 -3.237 5.363  -0.0022
122 C -1.290 -2.847 5.297  -0.5222
123 O -0.918 -1.758 5.726  0.0010
124 N -0.372 -3.666 4.779  0.0453
125 C 1.081 -3.534 4.787  -0.0435
126 H -3.284 -3.367 4.440  0.0704
127 H -3.353 -2.634 6.012  0.0868
128 H -2.762 -4.190 5.894  0.0866
129 H -0.649 -4.592 4.488  0.1418
130 H 1.562 -3.497 3.811  0.0608
131 H 1.586 -4.360 5.290  0.0896
132 H 1.404 -2.659 5.350  0.0646
133 C 2.013 -5.030 1.317  0.0077
134 C 3.109 -5.688 0.485  -0.5759
135 O 4.020 -6.250 1.103  0.0140
136 N 2.960 -5.701 -0.819  0.0286
137 C 3.840 -6.402 -1.810  -0.0272
138 H 2.116 -5.276 2.373  0.0720
139 H 1.022 -5.336 0.979  0.0699
140 H 2.059 -3.954 1.147  0.0716
141 H 2.205 -5.228 -1.297  0.0769
142 H 3.299 -6.701 -2.707  0.0734
143 H 4.330 -7.209 -1.267  0.0837
144 H 4.576 -5.697 -2.200  0.0558
145 C -1.449 -4.003 -0.734  0.0103
146 C -0.595 -4.987 -1.466  -0.5147
147 O 0.495 -4.607 -1.896  -0.0125
148 N -0.987 -6.254 -1.684  0.0206
149 C -0.284 -7.316 -2.257  -0.0911
150 H -0.809 -3.443 -0.053  0.0866
151 H -2.212 -4.469 -0.110  0.0848
152 H -2.065 -3.305 -1.300  0.0679
153 H -1.891 -6.530 -1.331  0.1456
154 H 0.086 -8.108 -1.604  0.0868
155 H 0.519 -7.042 -2.940  0.0873
156 H -1.052 -7.901 -2.766  0.0885
157 O 5.396 1.309 1.720  0.0241
158 C 4.834 0.883 0.712  -0.6129
159 N 5.186 1.244 -0.511  0.1669
160 C 3.631 0.017 0.745  0.0015
161 H 5.913 1.944 -0.548  0.1197
162 H 5.010 0.673 -1.328  0.0454
163 H 3.823 -1.001 1.084  0.0908
164 H 3.132 0.009 -0.223  0.0605
165 H 3.054 0.504 1.532  0.0856
166 O -3.018 4.980 0.997  0.0288
167 C -3.740 4.024 1.119  -0.6074
168 N -4.872 3.927 0.407  0.1773
169 C -3.440 2.967 2.154  0.0115
170 H -5.163 2.968 0.294  0.0954
171 H -5.061 4.614 -0.309  0.0965
172 H -3.764 3.327 3.130  0.1047
173 H -2.378 2.758 2.025  0.0669
174 H -4.036 2.134 1.778  0.0618